(1)
Molecular formula: C5H11NO
Method: DFT, ωB97M-V with the def2-TZVPD basis set

Results
Charge: 0
Energy above the lowest of the compared OMol25 structures with the same formula, charge and spin, kcal per mole: 39.9
SMILES: C/N=C/O.C=CC
DFT total energy, Eh: -327.06772
E_HOMO, eV: -9.8
2S+1: 1
E_LUMO, eV: 1.1

Element x y z (Å)
C1 2.70 -0.59 0.00
N1 1.43 0.10 0.00
C2 1.45 1.34 0.24
O1 0.36 2.10 0.30
H1 2.68 -1.39 0.75
H2 2.87 -1.07 -0.97
H3 3.56 0.06 0.22
H4 2.36 1.94 0.42
H5 -0.42 1.53 0.14
C3 -2.53 0.78 -0.25
C4 -1.77 -0.25 -0.62
C5 -1.48 -1.45 0.23
H6 -2.72 1.62 -0.92
H7 -3.00 0.82 0.73
H8 -1.31 -0.25 -1.61
H9 -1.90 -1.34 1.24
H10 -1.89 -2.36 -0.22
H11 -0.39 -1.58 0.32

---

(2)
Molecular formula: C5H11NO
Method: DFT, ωB97M-V with the def2-TZVPD basis set

Results
Charge: 0
Energy above the lowest of the compared OMol25 structures with the same formula, charge and spin, kcal per mole: 41.9
SMILES: CCN(C)C(C)=O
DFT total energy, Eh: -327.06455
E_HOMO, eV: -9.2
2S+1: 1
E_LUMO, eV: 0.9

Element x y z (Å)
C1 -1.92 -0.85 1.38
C2 -1.17 0.30 0.75
N1 0.18 -0.19 0.21
C3 1.17 -0.51 1.32
C4 0.72 0.29 -0.96
C5 -0.44 0.74 -1.96
O1 1.96 0.30 -1.06
H1 -1.41 -1.81 1.34
H2 -2.29 -0.57 2.34
H3 -2.82 -1.09 0.82
H4 -1.07 1.13 1.41
H5 -1.84 0.70 -0.03
H6 1.66 -1.36 0.81
H7 0.57 -0.84 2.19
H8 1.94 0.29 1.45
H9 0.06 1.47 -2.68
H10 -0.91 -0.11 -2.36
H11 -0.99 1.36 -1.41

---

(3)
Molecular formula: C5H11NO
Method: DFT, ωB97M-V with the def2-TZVPD basis set

Results
Charge: 0
Energy above the lowest of the compared OMol25 structures with the same formula, charge and spin, kcal per mole: 96.5
SMILES: C=N/C=C/CC.O
DFT total energy, Eh: -326.97749
E_HOMO, eV: -8.4
2S+1: 1
E_LUMO, eV: 0.2

Element x y z (Å)
C1 0.71 0.46 2.60
N1 -0.05 1.07 1.78
C2 -0.43 0.37 0.67
C3 -0.42 -1.02 0.50
C4 -0.06 -1.77 -0.68
C5 -0.63 -1.23 -1.97
H1 0.75 0.82 3.64
H2 0.68 -0.66 2.68
H3 -0.53 0.94 -0.18
H4 -0.73 -1.67 1.34
H5 1.02 -1.89 -0.87
H6 -0.32 -2.91 -0.60
H7 -1.71 -1.22 -1.91
H8 -0.34 -1.82 -2.95
H9 -0.42 -0.17 -2.14
O1 0.97 3.17 -0.74
H10 0.49 3.80 -1.35
H11 1.03 3.71 0.18

---

(4)
Molecular formula: C5H11NO
Method: DFT, ωB97M-V with the def2-TZVPD basis set

Results
Charge: 0
Energy above the lowest of the compared OMol25 structures with the same formula, charge and spin, kcal per mole: 62.4
SMILES: C=C/C(C)=C/N.O
DFT total energy, Eh: -327.03196
E_HOMO, eV: -7.4
2S+1: 1
E_LUMO, eV: 0.8

Element x y z (Å)
C1 2.64 0.55 0.03
C2 1.72 -0.40 -0.27
C3 0.45 -0.55 0.47
C4 -0.48 -1.67 -0.02
C5 -0.11 0.57 1.04
N1 -1.49 0.83 1.10
H1 2.44 1.51 0.48
H2 3.68 0.26 -0.09
H3 2.08 -1.22 -0.88
H4 -0.67 -1.61 -1.10
H5 -1.44 -1.69 0.47
H6 0.09 -2.60 0.10
H7 0.49 1.29 1.57
H8 -2.06 0.26 0.51
H9 -1.72 1.17 2.01
O1 -2.00 0.72 -1.78
H10 -1.18 1.09 -1.44
H11 -2.42 1.49 -2.20

---

(5)
Molecular formula: C5H11NO
Method: DFT, ωB97M-V with the def2-TZVPD basis set

Results
Charge: 0
Energy above the lowest of the compared OMol25 structures with the same formula, charge and spin, kcal per mole: 55.4
SMILES: C=CCNC=C.O
DFT total energy, Eh: -327.04302
E_HOMO, eV: -7.9
2S+1: 1
E_LUMO, eV: 1.0

Element x y z (Å)
C1 -0.07 2.51 0.69
C2 -0.73 1.50 0.14
C3 -0.44 1.03 -1.26
N1 -0.03 -0.36 -1.36
C4 0.79 -0.99 -0.45
C5 1.04 -2.31 -0.44
H1 -0.21 2.75 1.74
H2 0.57 3.10 0.04
H3 -1.47 0.93 0.68
H4 -1.33 1.16 -1.88
H5 0.35 1.66 -1.68
H6 -0.58 -0.99 -1.91
H7 1.19 -0.34 0.32
H8 0.53 -2.98 -1.13
H9 1.86 -2.71 0.13
O1 -0.56 -0.93 2.25
H10 0.26 -1.44 2.20
H11 -1.18 -1.59 1.92

---

(6)
Molecular formula: C5H11NO
Method: DFT, ωB97M-V with the def2-TZVPD basis set

Results
Charge: +1
Energy above the lowest of the compared OMol25 structures with the same formula, charge and spin, kcal per mole: 32.1
DFT total energy, Eh: -326.77287
E_HOMO (spin up / spin down), eV: -12.6 / -12.6
2S+1: 2
E_LUMO (spin up / spin down), eV: -4.2 / -7.8
⟨S²⟩: 0.76

Element x y z (Å)
C1 -0.69 -0.24 -2.63
C2 -0.98 0.77 -1.58
C3 -2.13 0.81 -0.81
N1 0.01 1.67 -1.37
H1 0.18 -0.83 -2.34
H2 -0.40 0.28 -3.55
H3 -1.52 -0.91 -2.84
H4 -2.43 1.68 -0.24
H5 -2.75 -0.08 -0.80
H6 0.59 1.89 -2.18
H7 -0.31 2.49 -0.87
O1 2.46 -1.07 2.22
C4 1.34 -0.85 2.60
C5 0.13 -1.07 1.74
H8 1.16 -0.51 3.64
H9 -0.27 -0.09 1.46
H10 -0.69 -1.53 2.30
H11 0.41 -1.71 0.90

---

(7)
Molecular formula: C5H11NO
Method: DFT, ωB97M-V with the def2-TZVPD basis set

Results
Charge: +1
Energy above the lowest of the compared OMol25 structures with the same formula, charge and spin, kcal per mole: 33.7
DFT total energy, Eh: -326.77039
E_HOMO (spin up / spin down), eV: -16.3 / -16.1
2S+1: 2
E_LUMO (spin up / spin down), eV: -3.7 / -8.5
⟨S²⟩: 0.77

Element x y z (Å)
C1 0.17 -1.71 0.76
N1 0.13 -0.50 0.07
C2 -1.09 0.28 -0.03
C3 -1.73 0.59 1.35
C4 1.46 0.10 -0.29
C5 1.38 0.50 -1.77
O1 1.16 -2.35 0.99
H1 -0.78 -2.02 1.19
H2 -1.80 -0.38 -0.53
H3 -0.94 1.22 -0.54
H4 -1.21 1.35 1.94
H5 -1.84 -0.32 1.93
H6 -2.67 1.13 1.15
H7 1.66 0.93 0.38
H8 2.16 -0.73 -0.18
H9 0.68 1.33 -1.92
H10 2.34 0.87 -2.12
H11 0.94 -0.30 -2.37

---

(8)
Molecular formula: C5H11NO
Method: DFT, ωB97M-V with the def2-TZVPD basis set

Results
Charge: +1
Energy above the lowest of the compared OMol25 structures with the same formula, charge and spin, kcal per mole: 43.7
DFT total energy, Eh: -326.75439
E_HOMO (spin up / spin down), eV: -13.9 / -13.9
2S+1: 2
E_LUMO (spin up / spin down), eV: -4.0 / -7.8
⟨S²⟩: 0.76

Element x y z (Å)
C1 1.65 1.33 0.62
O1 0.84 2.51 0.47
C2 1.05 0.24 -0.28
C3 0.30 -0.98 0.29
C4 -1.10 -0.88 -0.35
C5 -1.75 -2.02 -0.83
N1 -1.72 0.35 -0.26
H1 1.81 1.05 1.66
H2 2.61 1.52 0.15
H3 1.25 3.18 1.02
H4 0.55 0.79 -1.13
H5 1.89 -0.16 -0.88
H6 0.74 -1.91 -0.10
H7 0.16 -0.84 1.39
H8 -1.23 -2.97 -0.90
H9 -2.83 -2.10 -1.06
H10 -1.52 0.62 0.71
H11 -2.71 0.28 -0.52

---

(9)
Molecular formula: C5H11NO2
Method: DFT, ωB97M-V with the def2-TZVPD basis set

Results
Charge: 0
Energy above the lowest of the compared OMol25 structures with the same formula, charge and spin, kcal per mole: 274.0
DFT total energy, Eh: -401.94153
E_HOMO, eV: -8.6
2S+1: 1
E_LUMO, eV: -3.8

Element x y z (Å)
C1 0.83 0.51 2.05
N1 0.55 1.24 -1.13
C2 -0.34 0.54 -1.75
C3 -0.26 -0.77 -2.23
O1 0.87 -2.49 0.32
C4 -1.71 0.68 -2.04
O2 0.20 1.57 2.42
C5 -0.23 -0.66 1.76
H1 1.58 0.06 2.73
H2 1.35 0.68 1.08
H3 0.06 2.07 -0.77
H4 -2.11 0.38 -3.00
H5 -0.42 -1.57 -1.53
H6 -0.55 -1.11 -3.22
H7 1.82 -2.38 0.42
H8 -2.36 1.29 -1.45
H9 -1.13 -0.35 1.20
H10 -0.69 -0.75 2.75
H11 0.36 -1.31 1.04

---

(10)
Molecular formula: C5H11NO2
Method: DFT, ωB97M-V with the def2-TZVPD basis set

Results
Charge: 0
Energy above the lowest of the compared OMol25 structures with the same formula, charge and spin, kcal per mole: 100.2
DFT total energy, Eh: -402.21844
E_HOMO, eV: -8.6
2S+1: 1
E_LUMO, eV: 0.7

Element x y z (Å)
C1 1.51 0.60 0.41
C2 2.27 -0.47 -0.40
O1 2.04 -1.75 0.14
C3 0.07 0.17 0.72
N1 -0.65 -0.41 -0.39
C4 -1.84 0.29 -0.80
C5 -2.95 0.55 0.15
O2 -3.99 1.17 -0.02
H1 2.12 0.93 1.25
H2 1.54 1.47 -0.27
H3 3.34 -0.29 -0.63
H4 1.84 -0.35 -1.40
H5 2.51 -2.44 -0.33
H6 -0.42 0.97 1.29
H7 0.25 -0.61 1.46
H8 -0.74 -1.41 -0.31
H9 -2.17 0.39 -1.83
H10 -1.90 1.28 -0.11
H11 -2.84 -0.09 1.08

---

(11)
Molecular formula: C5H11NO2
Method: DFT, ωB97M-V with the def2-TZVPD basis set

Results
Charge: 0
Energy above the lowest of the compared OMol25 structures with the same formula, charge and spin, kcal per mole: 53.1
SMILES: C=C(N)CCC=O.O
DFT total energy, Eh: -402.29345
E_HOMO, eV: -8.5
2S+1: 1
E_LUMO, eV: 0.6

Element x y z (Å)
C1 1.34 -0.56 -0.07
C2 0.06 -0.36 0.22
N1 -0.79 -1.23 0.93
C3 -0.64 0.98 0.06
C4 0.23 2.23 0.43
C5 1.22 2.59 -0.65
O1 2.29 3.07 -0.41
H1 2.02 -1.40 -0.02
H2 2.00 0.29 -0.23
H3 -0.52 -2.20 0.92
H4 -1.75 -1.16 0.65
H5 -1.39 1.03 0.86
H6 -1.20 1.24 -0.84
H7 0.63 2.08 1.43
H8 -0.49 3.05 0.54
H9 0.90 2.32 -1.68
O2 -1.42 -3.87 -0.44
H10 -0.47 -3.91 -0.60
H11 -2.01 -4.19 -1.09

---

(12)
Molecular formula: C5H11NO2
Method: DFT, ωB97M-V with the def2-TZVPD basis set

Results
Charge: 0
Energy above the lowest of the compared OMol25 structures with the same formula, charge and spin, kcal per mole: 52.4
SMILES: O=C[C@@H]1CCCN1.O
DFT total energy, Eh: -402.29467
E_HOMO, eV: -8.8
2S+1: 1
E_LUMO, eV: 0.8

Element x y z (Å)
O1 -1.46 -1.96 -0.17
C1 -1.74 -1.02 0.46
C2 -1.08 0.35 0.14
C3 0.36 0.06 -0.34
C4 1.22 0.30 0.95
C5 0.47 1.35 1.82
N1 -1.00 1.17 1.39
H1 -2.54 -0.99 1.21
H2 -1.77 0.60 -0.66
H3 0.40 -0.94 -0.75
H4 0.69 0.77 -1.04
H5 1.42 -0.61 1.49
H6 2.16 0.78 0.59
H7 0.86 2.36 1.69
H8 0.31 1.02 2.85
H9 -1.56 2.06 1.30
O2 1.50 -1.67 -3.70
H10 0.95 -1.77 -2.93
H11 0.82 -1.85 -4.31